(1)
12
Properties=species:S:1:pos:R:3:mulliken_charge:R:1 method="wB97M-V/def2-TZVPD" e_homo_ha=-0.3081 orbital_gap_ev=9.390 energy_ev=-5746.480
H 2.04 0.41 -1.28 0.33
H 0.50 1.34 1.66 0.25
H -2.43 -1.10 0.87 0.27
C 0.26 0.74 0.73 -0.22
C -0.94 0.30 0.16 0.69
H 2.90 0.45 0.38 0.22
N -0.58 1.42 -0.31 -0.52
H -1.57 -1.62 -0.64 0.25
C -1.93 -0.75 -0.06 -0.99
H 2.11 -1.03 -0.36 0.30
C 2.09 0.02 -0.35 -0.93
H -2.44 -0.17 -0.80 0.36

=====

(2)
12
Properties=species:S:1:pos:R:3:mulliken_charge:R:1 method="wB97M-V/def2-TZVPD" e_homo_ha=-0.2886 orbital_gap_ev=8.744 energy_ev=-5746.534
N -0.85 -0.58 2.27 -0.61
H 0.01 -1.47 -0.74 0.34
H 2.03 -0.68 0.40 0.31
H -0.88 1.50 -0.73 0.32
H -0.14 0.66 -2.11 0.33
H -1.76 0.18 -1.54 0.34
H 0.38 -0.19 2.03 0.43
C -0.49 -0.52 1.10 0.02
C -0.11 -0.47 -0.28 0.75
C 1.18 0.00 0.50 -1.29
C -0.77 0.53 -1.22 -1.30
H 1.41 1.05 0.33 0.35

=====

(3)
12
Properties=species:S:1:pos:R:3:mulliken_charge:R:1 method="wB97M-V/def2-TZVPD" smiles=CCCC#N e_homo_ha=-0.4249 orbital_gap_ev=12.435 energy_ev=-5751.371
C 0.81 -0.63 0.08 -0.39
H -1.82 -0.12 0.99 0.32
C 2.19 -0.17 0.28 0.16
H 0.49 -1.16 0.98 0.28
N 3.26 0.22 0.46 -0.40
H 0.04 0.90 -1.23 0.29
C -1.60 0.14 -0.05 -1.18
H 0.09 1.37 0.46 0.33
H -2.27 0.97 -0.33 0.33
C -0.14 0.54 -0.22 -0.35
H 0.80 -1.35 -0.74 0.28
H -1.86 -0.72 -0.68 0.31

=====

(4)
12
Properties=species:S:1:pos:R:3:mulliken_charge:R:1 method="wB97M-V/def2-TZVPD" e_homo_ha=-0.3011 orbital_gap_ev=7.326 energy_ev=-5745.777
C -0.21 -0.79 -1.28 -1.02
H -1.56 1.08 1.46 0.16
H 0.85 1.68 -0.43 0.26
C -1.08 0.89 0.50 -0.48
C 0.31 1.22 0.38 -0.41
H -0.17 0.06 -1.97 0.31
H 0.40 -1.62 -1.63 0.38
N 0.88 -1.17 0.82 -0.66
H 0.77 1.44 1.35 0.25
H -1.25 -1.08 -1.17 0.27
H 0.87 -1.39 1.81 0.24
C 0.19 -0.32 0.15 0.69

=====

(5)
12
Properties=species:S:1:pos:R:3:mulliken_charge:R:1 method="wB97M-V/def2-TZVPD" smiles=CC#CCN e_homo_ha=-0.3380 orbital_gap_ev=9.940 energy_ev=-5747.714
C 0.07 0.22 0.41 -0.02
C -1.02 0.16 1.36 -0.29
C 2.01 0.12 -1.59 -0.69
H 2.37 1.13 -1.97 0.26
N -2.19 -0.18 0.54 -0.65
H 2.96 -0.46 -1.15 0.24
H 1.41 -0.52 -2.44 0.24
H -0.86 1.29 1.76 0.20
C 1.11 0.41 -0.22 -0.04
H -0.91 -0.62 2.21 0.23
H -2.00 -1.07 -0.06 0.26
H -2.95 -0.50 1.16 0.25

=====

(6)
12
Properties=species:S:1:pos:R:3:lowdin_spin:R:1 method="wB97M-V/def2-TZVPD" total_charge=+1 e_homo_ha="-0.5904 / -0.5916" spin_multiplicity=2 orbital_gap_ev="10.901 / 7.908" energy_ev=-5741.248
H -1.85 -2.17 -0.82 0.00
H 1.99 1.03 -0.20 0.00
H 0.40 1.84 1.52 0.02
H 1.65 -0.47 -1.14 0.00
C 0.01 0.35 -0.03 0.22
H 1.04 1.11 -1.68 0.02
H -1.22 -1.81 0.87 0.00
N -0.91 -0.40 -0.67 0.11
C -0.18 0.98 1.21 0.54
C -1.29 -1.51 -0.17 0.03
H -0.90 0.56 1.91 0.03
C 1.27 0.49 -0.80 0.03

=====

(7)
13
Properties=species:S:1:pos:R:3:mulliken_charge:R:1 method="wB97M-V/def2-TZVPD" total_charge=+1 e_homo_ha=-0.4599 orbital_gap_ev=8.435 energy_ev=-7229.335
C 0.00 -1.14 0.57 0.80
H 2.80 0.30 -0.19 0.26
H -0.72 -2.96 1.24 0.39
C 1.55 1.88 -0.76 0.41
H -2.77 0.05 -1.04 0.11
H -2.10 0.22 -1.22 -0.10
H 1.41 3.61 -1.71 0.33
N -1.03 -1.98 1.17 -0.23
N 1.57 3.05 -0.88 -0.27
H -1.94 -1.61 0.84 0.36
H -1.25 -1.67 2.15 0.41
C 0.80 -0.34 0.23 -0.44
C 1.69 0.60 -0.39 -1.03

=====

(8)
13
Properties=species:S:1:pos:R:3:mulliken_charge:R:1 method="wB97M-V/def2-TZVPD" total_charge=+1 e_homo_ha=-0.5366 orbital_gap_ev=10.903 energy_ev=-7231.041
H 0.24 -1.22 -1.57 0.40
H -1.17 -1.61 0.75 0.29
H -1.88 0.91 -0.51 0.31
H 1.84 1.45 0.34 0.46
N 0.17 0.60 -0.62 -0.04
H -1.20 1.19 1.15 0.32
N -1.21 -0.88 0.07 -0.34
H 1.98 -1.66 0.65 0.37
H -0.03 0.96 -1.53 0.38
C -1.14 0.54 0.26 -0.36
C 0.07 -0.87 -0.59 -0.11
C 1.37 -0.84 0.24 -0.28
C 1.42 0.51 0.11 -0.40

=====

(9)
13
Properties=species:S:1:pos:R:3:mulliken_charge:R:1 method="wB97M-V/def2-TZVPD" total_charge=+1 smiles="[H]/N=C/[C@H]1CC1=[NH2+]" e_homo_ha="-0.5064 / -0.5064" orbital_gap_ev="8.613 / 8.613" energy_ev=-7230.524
H -0.78 -1.38 1.06 0.32
H 0.79 -0.34 -2.77 0.31
H 0.58 0.00 2.58 0.35
H 1.45 2.10 2.52 0.32
C -0.57 -0.44 0.44 -0.06
H -1.76 0.97 -0.97 0.27
N 1.03 1.70 1.70 -0.49
C -1.46 -0.08 -0.75 -0.56
C 0.49 0.52 1.64 -0.10
H -2.22 -0.69 -1.20 0.30
H 1.68 -1.25 -1.57 0.30
N 0.85 -0.66 -1.77 -0.29
C -0.07 -0.44 -0.90 0.34

=====

(10)
13
Properties=species:S:1:pos:R:3:mulliken_charge:R:1 method="wB97M-V/def2-TZVPD" total_charge=+1 e_homo_ha=-0.5734 orbital_gap_ev=10.185 energy_ev=-7233.131
C 0.70 -1.03 0.05 -0.09
H 2.15 0.25 1.02 0.30
H -1.98 -1.65 -0.24 0.33
H -3.48 0.26 0.14 0.29
H 0.80 -2.10 0.11 0.43
H 0.05 1.62 0.73 0.31
C 1.62 0.12 0.07 -0.46
C -1.74 -0.59 -0.08 0.01
H 2.36 0.17 -0.73 0.31
H 0.22 1.49 -1.03 0.31
N -0.37 -0.32 -0.07 0.15
C 0.33 0.96 -0.09 -0.44
N -2.47 0.39 0.11 -0.44

=====

(11)
13
Properties=species:S:1:pos:R:3:mulliken_charge:R:1 method="wB97M-V/def2-TZVPD" total_charge=+1 smiles="[H]/N=[N+]1/C=CCC1" e_homo_ha=-0.5548 orbital_gap_ev=9.302 energy_ev=-7231.448
H -1.27 -0.80 1.58 0.32
H -1.43 -1.96 -0.41 0.43
N 2.03 0.83 -0.87 -0.83
H -2.25 0.12 0.55 0.35
H 2.47 1.63 -0.26 0.34
N 0.95 0.31 -0.58 0.75
C -0.05 0.83 0.66 -0.56
H -0.34 1.69 0.20 0.38
H 0.54 0.99 1.67 0.36
C -0.77 -1.14 -0.32 -0.30
H 0.97 -1.45 -1.82 0.39
C -1.18 -0.23 0.69 -0.41
C 0.33 -0.81 -1.09 -0.23

=====

(12)
13
Properties=species:S:1:pos:R:3:mulliken_charge:R:1 method="wB97M-V/def2-TZVPD" total_charge=+1 e_homo_ha=-0.5194 orbital_gap_ev=10.408 energy_ev=-7228.770
C -0.64 -1.29 0.06 -0.44
H 1.15 -1.27 -1.47 0.38
H 0.77 1.57 -1.39 0.36
N -0.70 1.18 0.11 -0.19
H -0.65 -0.99 1.13 0.15
H 1.67 0.12 1.12 0.27
H -1.36 2.00 -0.20 0.41
N 1.56 0.08 0.15 -0.37
C 0.66 -0.81 -0.52 0.16
C -1.04 -0.05 -0.68 -0.32
H -0.56 1.34 1.21 0.38
C 0.58 0.87 -0.51 -0.17
H -1.13 -2.19 -0.18 0.37

=====

(13)
13
Properties=species:S:1:pos:R:3:mulliken_charge:R:1 method="wB97M-V/def2-TZVPD" total_charge=+1 e_homo_ha="-0.5343 / -0.5327" orbital_gap_ev="7.628 / 7.457" energy_ev=-7229.101
C 0.85 0.53 -0.38 -0.49
N -0.42 0.16 0.35 0.09
H 2.10 -1.09 -0.05 0.26
C -2.16 -0.07 -0.29 -0.12
H -1.28 -1.71 0.98 0.27
H -1.57 2.08 0.32 0.42
H 0.86 1.64 -0.15 0.32
C -1.54 1.00 0.19 -0.04
N 2.00 -0.06 0.12 -0.43
H 0.67 0.08 -1.47 0.41
H -0.74 -1.74 -0.70 0.29
C -1.12 -1.09 0.08 -0.22
H 2.35 0.27 1.00 0.23

=====

(14)
14
Properties=species:S:1:pos:R:3:mulliken_charge:R:1 method="wB97M-V/def2-TZVPD" total_charge=+1 e_homo_ha="-0.5221 / -0.5223" orbital_gap_ev="9.027 / 9.028" energy_ev=-9276.667
C -0.10 -1.74 0.35 -1.22
C 0.94 -0.83 0.06 0.50
H 2.16 2.18 0.12 0.36
H -0.66 -1.96 -0.57 0.39
C 2.01 1.11 -0.15 0.14
C -0.45 1.19 0.32 -0.93
H -0.83 -1.65 1.12 0.40
O 3.01 0.29 -0.39 -0.02
H -1.20 0.77 -0.38 0.34
N 0.89 0.51 0.11 0.08
H -0.71 1.07 1.34 0.39
H 0.38 -2.65 0.38 0.38
N 2.79 -0.98 -0.36 -0.18
H -0.40 2.25 0.24 0.38

=====

(15)
14
Properties=species:S:1:pos:R:3:mulliken_charge:R:1 method="wB97M-V/def2-TZVPD" total_charge=+1 smiles="C1=N[C@H]2O[C@H]2[NH2+]C1" e_homo_ha=-0.5305 orbital_gap_ev=10.259 energy_ev=-9279.154
C -0.41 1.61 -0.18 -0.04
C -1.96 -0.07 0.23 0.14
N -1.51 1.22 0.31 -0.44
C -0.81 -1.22 0.35 -0.30
H 1.70 1.25 -0.54 0.36
H 1.23 -1.24 -0.28 0.31
C 0.68 0.71 -0.62 -0.44
N 0.56 -0.63 0.12 -0.20
H 0.91 -0.55 1.04 0.35
H 0.47 0.37 -1.62 0.33
H -0.13 2.62 -0.13 0.41
H -3.00 -0.38 0.68 0.37
H -0.70 -2.09 0.93 0.50
O -1.52 -0.95 -0.82 -0.36

=====

(16)
14
Properties=species:S:1:pos:R:3:mulliken_charge:R:1 method="wB97M-V/def2-TZVPD" total_charge=+1 smiles="C[C@@H]1C[C@@H]1N=[N+]=O" e_homo_ha=-0.5627 orbital_gap_ev=10.054 energy_ev=-9276.374
C -0.74 -1.20 0.66 -0.53
C -0.93 0.00 -0.29 0.18
H -0.28 1.99 -0.87 0.39
N 1.36 -0.72 -0.25 0.32
N 2.14 0.07 -0.01 0.52
H -1.86 -0.07 -0.99 0.34
C -0.42 1.42 0.03 -1.20
H -0.02 -1.83 -1.35 0.43
H -1.50 -2.00 0.60 0.31
H -1.23 2.06 0.62 0.32
H -0.19 -0.85 1.60 0.27
H 0.52 1.46 0.62 0.26
C 0.17 -1.13 -0.59 -0.21
O 2.99 0.81 0.20 -0.40

=====

(17)
19
Properties=species:S:1:pos:R:3:mulliken_charge:R:1 method="wB97M-V/def2-TZVPD" total_charge=-2 e_homo_ha=-0.0608 orbital_gap_ev=7.320 energy_ev=-35555.439
O 4.89 0.72 1.10 -0.67
N -0.03 1.05 0.41 -0.69
H -2.33 -1.23 0.20 0.23
O -3.70 -0.09 2.44 -0.68
C 5.10 -0.21 0.29 0.47
H 4.51 -1.55 -1.57 -0.03
H 0.80 1.21 -1.23 0.43
O 5.81 -1.20 0.54 -0.68
N 1.33 0.54 -2.00 -0.68
H 0.02 0.99 1.42 0.15
C -3.20 0.39 1.44 0.64
H -1.26 -0.84 1.75 0.34
O -3.34 1.42 0.85 -0.62
C -1.82 -0.54 0.89 -0.99
H -1.36 0.47 -0.95 0.33
S 2.29 -0.47 -0.90 -0.09
C -1.03 0.29 0.07 0.31
H 0.72 -0.14 -2.45 0.25
P 4.24 -0.25 -1.52 0.01

=====

(18)
15
Properties=species:S:1:pos:R:3:mulliken_charge:R:1 method="wB97M-V/def2-TZVPD" smiles=NP(N)c1ccco1 e_homo_ha=-0.2921 orbital_gap_ev=8.960 energy_ev=-18576.576
C -1.02 -0.20 -1.05 -0.04
N 2.01 0.42 1.38 -0.65
H 1.25 0.34 2.21 0.29
H 2.84 0.52 -1.34 0.25
C -2.32 0.17 -0.57 -0.50
P 1.55 -0.77 0.27 0.11
O -1.07 -0.32 1.20 -0.31
H -3.21 0.26 -1.23 0.31
H 2.92 0.15 1.87 0.30
H -3.11 0.16 1.61 0.35
C -0.27 -0.48 0.09 0.36
H 1.44 -0.29 -2.02 0.17
C -2.30 0.04 0.83 -0.27
H -0.56 -0.17 -2.09 0.17
N 1.84 0.17 -1.17 -0.55